Record 1
58
Properties=species:S:1:pos:R:3:forces:R:3 method="wB97M-V/def2-TZVPD" charge=-1 energy_ha=-4473.14749 lumo_ev=2.334 spin_multiplicity=1 e_above_lowest_kj_mol=96.9
C 1.46972 -1.53069 -3.66213 0.27 0.09 -0.54
C 1.63036 -2.42682 -2.44905 -0.35 0.00 0.55
C 2.26112 -3.78508 -2.75854 0.12 0.04 -0.16
C 0.25996 -2.52821 -1.76482 -0.62 1.84 0.49
C -0.35442 -1.42063 -1.24881 0.75 -1.66 -0.90
O -0.27201 -3.75920 -1.82236 -0.41 -1.40 0.20
Si -1.41894 -4.86910 -1.26881 1.30 1.11 -0.48
C -3.03070 -3.97165 -1.14932 -0.30 -0.22 0.26
C -1.54234 -6.21893 -2.55622 -0.04 -0.09 -0.11
C -0.71346 -5.60516 0.29545 -0.29 -0.02 0.16
H 1.01781 -0.57497 -3.38039 0.11 -0.19 -0.15
H 2.43932 -1.32997 -4.12833 -0.02 0.03 -0.01
H 0.83454 -2.01097 -4.41651 0.00 0.09 0.12
H 2.29498 -1.91961 -1.73958 -0.10 0.00 -0.06
H 2.37829 -4.39177 -1.85040 -0.14 0.12 -0.24
H 1.68013 -4.34773 -3.49764 -0.02 0.04 0.20
H 3.26163 -3.64032 -3.18503 -0.12 0.05 0.08
H -1.28629 -1.50405 -0.68892 0.24 0.26 -0.32
H 0.08499 -0.44653 -1.48747 -0.22 -0.38 0.68
H -3.74149 -4.64304 -0.65351 -0.18 0.22 -0.06
H -2.96215 -3.03752 -0.58347 -0.03 -0.21 -0.05
H -3.40478 -3.74351 -2.15499 0.07 -0.03 0.19
H -2.20510 -7.01723 -2.19318 0.10 0.13 -0.06
H -1.96450 -5.84051 -3.49492 0.09 -0.04 0.14
H -0.56873 -6.67412 -2.77537 -0.14 0.13 0.07
H -1.39751 -6.38465 0.65803 0.18 0.09 0.08
H 0.26545 -6.06760 0.10370 -0.27 0.15 -0.02
H -0.59309 -4.85055 1.08236 -0.02 -0.15 -0.13
O 0.63823 0.01243 1.50280 -0.44 1.16 -0.25
C 0.13389 0.95881 1.05363 1.11 -2.85 0.13
Co -0.55763 2.38053 0.34804 -1.09 -0.84 -0.64
C 0.53110 3.14097 -0.82171 0.09 1.36 0.21
O 1.29541 3.69084 -1.49450 -0.55 -0.89 0.34
C -2.01380 2.09093 -0.63637 -0.66 -0.46 -1.41
O -2.93804 1.91069 -1.30969 0.87 0.24 0.76
C -0.05393 3.42469 1.85957 1.02 1.93 -1.87
C 1.32888 3.84975 2.02618 0.36 0.33 0.62
C 2.41300 2.95094 2.19638 -0.01 0.54 0.35
C 3.69142 3.45693 2.45606 -0.35 0.34 -0.27
C 3.90187 4.84702 2.45911 -0.03 0.23 -0.13
C 2.84151 5.73669 2.23154 -0.11 -0.35 -0.14
C 1.55992 5.23456 2.00750 0.53 -0.25 0.24
C -1.23538 4.21856 1.68557 2.75 3.13 -1.85
C -1.69670 5.34184 1.10995 -0.22 -0.29 0.87
Co -1.53359 2.82575 2.68342 -3.28 -2.25 2.58
C -1.16333 1.32677 3.56561 0.44 -1.83 1.12
O -1.02870 0.34673 4.15731 -0.10 1.30 -0.74
C -3.06345 2.43229 1.87279 -2.01 -0.62 -0.29
O -4.14593 2.25824 1.49999 1.55 0.32 0.36
C -2.21059 3.72618 4.07049 -0.33 -0.10 1.40
O -2.71438 4.16050 5.01247 0.62 -0.16 -1.29
H 2.25553 1.86760 2.15089 -0.03 0.52 0.11
H 4.52949 2.77467 2.64066 -0.33 0.28 -0.15
H 4.90686 5.25567 2.57846 -0.21 -0.20 0.14
H 2.97750 6.82356 2.21064 0.22 -0.43 0.04
H 0.70475 5.88777 1.82385 0.36 -0.13 0.16
H -2.69716 5.67166 1.40041 0.12 0.10 -0.58
H -1.07955 5.93657 0.42917 -0.26 -0.11 0.28

=====

Record 2
81
Properties=species:S:1:pos:R:3:forces:R:3 method="wB97M-V/def2-TZVPD" charge=+1 energy_ha=-4220.06683 lumo_ev="-3.197 / -3.196" spin_multiplicity=2 e_above_lowest_kj_mol=150.4
Co -0.13601 0.00040 -0.30346 -1.29 0.11 -0.33
C 2.35838 -2.99488 3.33600 -0.04 0.06 -0.07
N 1.86083 -2.83250 1.96730 -0.05 -0.16 -0.07
C 2.47787 -3.64482 0.91976 -0.07 0.07 0.07
C 0.93570 -1.93712 1.64859 0.13 -0.28 -0.14
O 0.46455 -1.84640 0.49305 0.39 0.64 0.35
C 0.36000 -1.10737 2.76872 -0.02 0.10 -0.14
O -0.24696 0.06117 2.25112 -0.06 -0.06 0.10
C 0.32574 1.25193 2.74100 0.00 -0.02 -0.15
C 0.87888 2.08473 1.60458 0.31 0.05 -0.05
O 0.55697 1.85288 0.42518 -0.05 -0.45 0.20
N 1.67626 3.09805 1.92792 0.05 0.11 -0.19
C 2.31713 3.89379 0.87989 -0.13 -0.11 0.10
C 2.09684 3.40382 3.29088 -0.02 -0.02 -0.01
H 3.02358 -3.85312 3.35532 -0.03 -0.02 -0.01
H 2.92101 -2.11721 3.65719 0.05 0.03 -0.05
H 1.54252 -3.18393 4.03418 0.01 -0.03 -0.02
H 3.56046 -3.62179 1.03756 0.00 0.01 0.04
H 2.12802 -4.67677 0.97774 0.02 0.00 0.02
H 2.21613 -3.23421 -0.04923 -0.01 0.03 -0.03
H -0.40820 -1.69749 3.27592 0.02 -0.09 0.06
H 1.14630 -0.85684 3.47577 -0.02 0.00 0.05
H -0.44944 1.83308 3.24646 -0.03 0.05 0.09
H 1.12522 1.02827 3.44314 0.02 0.05 0.03
H 2.21127 3.38902 -0.07359 0.02 -0.05 -0.03
H 1.85461 4.87905 0.81533 0.01 0.03 0.03
H 3.37389 4.00838 1.11913 0.00 -0.02 0.01
H 1.39480 3.02239 4.02660 0.00 0.07 -0.03
H 3.08331 2.98187 3.48888 0.02 -0.05 -0.01
H 2.14616 4.48506 3.40636 -0.02 0.02 -0.01
S -1.17559 5.70567 -0.42287 0.00 -0.05 0.01
C -1.89802 7.25335 -0.40528 0.12 0.00 0.02
C -3.24941 7.17796 -0.52019 -0.17 -0.03 0.00
C -3.71035 5.83867 -0.62556 -0.08 0.01 -0.08
C -2.70277 4.91632 -0.59010 0.12 0.00 0.02
C -2.81040 3.45179 -0.63521 -0.15 0.06 -0.08
C -1.68602 2.65224 -0.91421 0.04 0.03 -0.10
N -1.70955 1.33460 -0.89378 0.60 -0.10 0.28
C -2.88486 0.71718 -0.66330 -0.10 0.05 -0.04
C -4.07296 1.40776 -0.42171 -0.04 0.06 0.00
C -5.27997 0.65840 -0.19172 -0.02 0.01 -0.02
C -5.26671 -0.69080 -0.17688 -0.03 -0.01 -0.02
C -4.04599 -1.42034 -0.39696 -0.03 -0.06 -0.02
C -3.94624 -2.81609 -0.32218 -0.03 -0.02 0.01
C -2.74048 -3.44102 -0.57567 -0.13 -0.04 -0.10
C -1.64431 -2.62392 -0.90720 0.05 -0.07 -0.13
N -1.69391 -1.30716 -0.90668 0.66 0.07 0.31
C -2.87463 -0.70850 -0.66098 -0.10 -0.07 -0.02
C -2.58303 -4.89784 -0.48401 0.08 -0.01 -0.02
C -3.55443 -5.85724 -0.54193 -0.05 0.00 -0.04
C -3.04816 -7.17576 -0.39069 -0.16 0.03 -0.02
C -1.70066 -7.19584 -0.21797 0.13 -0.02 0.01
S -1.03476 -5.62318 -0.23764 -0.03 0.05 0.01
C -4.00551 2.80579 -0.38327 0.00 0.02 -0.02
H -1.28101 8.13511 -0.31274 -0.06 -0.07 -0.01
H -3.90202 8.04031 -0.53005 0.06 -0.04 -0.02
H -4.75257 5.57706 -0.75679 0.06 0.03 0.03
H -0.73840 3.11338 -1.15371 0.08 -0.05 0.11
H -6.20272 1.20525 -0.03831 0.03 -0.03 0.02
H -6.17930 -1.25250 -0.01424 0.04 0.04 0.04
H -4.81926 -3.39656 -0.04403 0.05 0.02 -0.02
H -0.69656 -3.07320 -1.16873 0.06 0.06 0.12
H -4.59931 -5.63209 -0.71420 0.06 -0.04 0.01
H -3.66470 -8.06403 -0.41762 0.06 0.05 0.00
H -1.05483 -8.05139 -0.08258 -0.07 0.07 -0.02
H -4.89593 3.37387 -0.14182 0.02 -0.01 0.00
O 1.78121 -0.02469 -1.20531 0.13 -0.06 0.22
C 2.71972 0.00718 -0.37269 -0.12 0.04 -0.12
N 2.59097 0.03354 0.96703 -0.17 -0.02 -0.13
C 3.84218 0.11164 1.53350 0.03 -0.02 0.16
O 4.05459 0.15503 2.73604 -0.01 0.00 -0.17
C 4.87716 0.12885 0.43585 -0.03 -0.03 0.05
C 6.25095 0.19428 0.45687 0.12 0.02 0.04
C 6.91761 0.17477 -0.77125 -0.01 0.01 0.12
C 6.21248 0.09013 -1.96400 -0.09 -0.02 -0.07
C 4.81745 0.02050 -1.97130 -0.06 -0.01 -0.09
C 4.17410 0.04469 -0.75408 -0.06 0.02 -0.07
H 6.79313 0.26291 1.39252 -0.02 -0.02 -0.04
H 7.99889 0.22454 -0.79094 -0.02 0.01 -0.02
H 6.74974 0.07844 -2.90410 0.01 -0.01 0.04
H 4.25946 -0.05753 -2.89719 0.04 0.04 0.04

=====

Record 3
58
Properties=species:S:1:pos:R:3:forces:R:3 method="wB97M-V/def2-TZVPD" energy_ha=-1379.71286 lumo_ev=0.303 spin_multiplicity=1 smiles=OCCO.OCCO.OCCO.OCCO.O.O.O.O.O.O e_above_lowest_kj_mol=0.3
O 0.16700 -2.85531 4.50394 -0.14 0.10 -0.02
C 0.17939 -1.48756 4.06872 0.14 0.08 1.39
C 0.88218 -1.34794 2.76345 0.87 -2.37 1.54
O 0.37879 -2.28382 1.84765 -1.01 0.17 -1.33
H 0.77478 -3.05447 5.22872 -0.12 0.53 -0.28
H -0.83421 -1.12013 3.99228 -0.63 -0.37 -0.19
H 0.61104 -0.79422 4.80702 0.26 -0.35 -0.04
H 1.92815 -1.57599 2.94808 0.49 0.14 -0.06
H 0.80452 -0.35264 2.46533 -0.21 1.25 -1.17
H 0.74431 -3.17562 1.89598 0.26 0.42 0.33
O 0.43796 -1.80748 -2.79416 0.03 -1.52 -0.45
C 0.42785 -3.27166 -3.00822 -0.47 1.74 0.24
C 0.15901 -3.81249 -1.65303 2.17 -1.16 0.09
O 1.29092 -3.65871 -0.75660 -0.68 -0.12 -0.68
H 1.09502 -1.44022 -3.37573 0.67 0.63 -0.55
H -0.37984 -3.50976 -3.68266 -0.54 -0.06 -0.20
H 1.31788 -3.68531 -3.48453 0.38 0.44 0.36
H -0.01137 -4.87582 -1.79324 0.02 -0.34 0.40
H -0.72949 -3.38945 -1.26632 -0.97 0.69 0.64
H 1.72907 -2.79543 -0.90264 -0.58 -0.18 0.10
O -5.02380 2.27814 2.34217 -0.09 -0.79 0.31
C -4.21708 2.77680 1.31098 0.17 2.80 0.89
C -3.18864 1.85135 0.81189 1.44 0.29 0.16
O -2.39364 1.43891 1.96711 -0.31 -0.25 -0.71
H -4.42670 1.84835 2.97457 -0.16 0.17 -0.16
H -4.87827 3.17482 0.55125 -0.15 -0.33 -0.45
H -3.69879 3.70145 1.69430 -0.16 -0.63 -0.23
H -2.51280 2.31329 0.07130 -0.33 0.09 0.44
H -3.66493 1.05192 0.30877 -0.34 -1.42 -0.21
H -2.44997 0.47820 2.02024 0.01 -0.15 0.02
O -0.37420 2.44216 -0.68524 0.46 -0.37 -0.36
C 0.87694 2.77646 -1.28873 0.19 -0.51 0.40
C 0.73401 3.69824 -2.46212 -0.79 0.14 -0.14
O 0.33345 4.96727 -2.00653 -0.73 0.81 0.23
H -0.44558 1.44651 -0.68578 -0.12 0.97 -0.02
H 1.49120 3.30835 -0.55276 0.09 0.04 0.10
H 1.42423 1.88261 -1.58296 -0.09 -0.23 -0.07
H 0.00634 3.27800 -3.18964 0.38 0.15 0.24
H 1.67615 3.91493 -2.95932 0.21 -0.47 -0.09
H -0.48109 4.89894 -1.48153 0.34 -0.19 -0.28
O 1.13910 1.55283 2.06145 -0.51 0.43 -0.04
H 0.18058 1.70013 2.17653 0.32 -0.01 -0.12
H 1.36580 2.18634 1.37132 -0.01 -0.01 -0.01
O 3.74395 1.09378 -2.00103 0.04 0.09 -0.17
H 3.27087 0.59292 -1.30974 0.09 0.29 -0.05
H 3.77176 2.03841 -1.77967 -0.15 -0.63 0.17
O 2.90802 -0.50899 -4.37391 -0.03 -1.44 -0.61
H 3.68130 -1.07315 -4.21648 -0.33 0.14 -0.15
H 3.08567 0.23363 -3.82227 0.22 1.22 0.98
O -2.40875 -1.89335 1.65213 0.13 -0.32 -0.03
H -3.00662 -2.61561 1.41597 0.00 0.30 0.06
H -1.59665 -2.34682 1.95437 0.01 0.34 -0.20
O -0.52392 -0.20304 -0.74473 -0.76 -1.01 1.06
H -1.00238 -0.75130 -0.05832 0.58 0.70 -1.08
H -0.54146 -0.69595 -1.58922 0.21 -0.11 0.32
O 2.22778 -0.91079 -0.25438 1.13 0.02 0.80
H 2.61908 -1.01603 0.64246 -0.40 0.10 -0.92
H 1.32610 -0.61568 -0.08646 -0.53 0.07 -0.13